# 1
C36H27BrCeI2N4O6 | ωB97M-V/def2-TZVPD

```
77
Properties=species:S:1:pos:R:3:lowdin_spin:R:1
Ce 1.13 0.36 -0.46 1.010
I -7.07 -2.31 -2.38 0.000
C -5.36 -1.36 -1.52 0.000
C -5.56 -0.89 -0.21 0.000
C -4.56 -0.28 0.51 0.000
I -4.70 -0.29 2.64 0.000
C -3.47 0.44 0.04 0.000
O -2.21 0.13 0.71 0.003
C -2.97 -0.76 -1.85 0.000
C -1.91 -0.63 -2.97 0.000
N -0.90 0.36 -2.64 -0.001
C -1.19 1.72 -3.09 0.000
C -1.01 2.76 -2.01 0.000
C -1.10 4.11 -2.35 0.000
C -0.99 5.06 -1.36 0.000
C -0.84 4.64 -0.05 0.000
C -0.75 3.29 0.20 0.000
N -0.79 2.36 -0.76 -0.001
C -4.24 -1.38 -2.29 0.000
H -6.49 -1.12 0.28 0.000
H -2.44 -0.39 -3.90 0.000
H -1.43 -1.61 -3.06 0.000
H 0.02 0.05 -3.01 0.000
H -2.24 1.78 -3.41 0.000
H -0.55 2.00 -3.94 0.000
H -1.25 4.39 -3.38 0.000
H -1.03 6.12 -1.61 0.000
H -0.77 5.35 0.76 0.000
H -0.62 2.91 1.21 0.000
H -4.26 -1.77 -3.29 0.000
O -0.67 -4.08 3.90 0.000
C -0.33 -3.26 2.89 0.000
C -1.31 -2.65 2.09 0.000
C -0.88 -1.82 1.07 0.001
N 0.40 -1.59 0.81 -0.001
C 1.33 -2.15 1.58 0.000
C 1.01 -2.99 2.63 0.000
C 2.80 -1.73 1.26 0.000
O 3.68 -2.28 1.90 0.000
O 2.90 -0.84 0.37 -0.003
C -1.81 -1.03 0.24 0.001
O -2.33 -1.59 -0.82 0.001
O -3.25 0.54 -1.30 0.000
H -1.63 -4.14 3.98 0.000
H -2.36 -2.80 2.29 0.000
H 1.80 -3.40 3.24 0.000
C 3.06 -5.35 -2.70 0.000
C 2.55 -3.94 -2.59 0.000
C 3.30 -2.86 -3.03 0.000
C 2.80 -1.57 -2.90 -0.001
C 1.53 -1.36 -2.33 -0.003
Br 2.17 2.13 -2.43 -0.005
N 0.82 -2.43 -1.93 0.000
C 1.31 -3.66 -2.04 0.000
H 3.88 -5.41 -3.41 0.000
H 2.27 -6.03 -3.01 0.000
H 3.44 -5.69 -1.73 0.000
H 4.27 -3.02 -3.47 0.000
H 3.38 -0.73 -3.26 0.000
H 0.67 -4.46 -1.67 0.000
C 3.90 4.20 3.14 0.000
C 3.89 3.68 1.83 0.000
C 2.93 2.77 1.47 0.001
C 1.95 2.30 2.37 0.000
C 0.99 1.32 1.94 -0.003
C 0.11 0.92 2.93 0.000
C 0.10 1.44 4.24 0.000
C 1.02 2.38 4.62 0.000
C 1.98 2.83 3.69 0.000
C 2.96 3.78 4.04 0.000
H 4.66 4.91 3.42 0.000
H 4.63 4.01 1.12 0.000
H 2.93 2.37 0.45 0.000
H -0.66 0.18 2.72 0.000
H -0.64 1.09 4.94 0.000
H 1.01 2.79 5.63 0.000
H 2.97 4.17 5.05 0.000
```

## Properties
- E (Ha) = -5703.0821
- net charge = -1
- LUMO level (spin up / spin down) (eV) = 1.2 / 1.2
- HOMO energy (spin up / spin down) (eV) = -4.35 / -4.39
- multiplicity = 2
- frontier orbital gap (spin up / spin down) (eV) = 5.581 / 5.628
- max |F| (eV Å⁻¹) = 2.97
- expectation value of S² = 0.751

# 2
C3H4O3P | ωB97M-V/def2-TZVPD

```
11
Properties=species:S:1:pos:R:3:lowdin_charge:R:1
C -0.04 -1.14 1.63 -0.132
C -0.31 0.08 1.13 -0.140
P -0.43 -0.12 -1.07 0.336
O 0.50 -1.20 -1.33 -0.372
O -1.84 -0.15 -1.52 -0.399
C 0.54 1.37 -1.44 -0.364
O 0.54 2.35 -0.77 -0.017
H -0.11 -1.22 2.69 0.005
H 0.37 -1.93 1.04 0.017
H -0.64 0.95 1.62 0.003
H 1.41 1.01 -1.97 0.062
```

## Properties
- E (Ha) = -683.8258
- net charge = -1
- LUMO level (eV) = 4.1
- SMILES string = C=C[P@@](=O)([O-])C=O
- HOMO energy (eV) = -4.32
- multiplicity = 1
- frontier orbital gap (eV) = 8.443
- max |F| (eV Å⁻¹) = 5.19

# 3
C4H4F3NO2 | ωB97M-V/def2-TZVPD

```
14
Properties=species:S:1:pos:R:3:lowdin_charge:R:1
O -2.54 1.01 1.31 0.124
C -1.95 1.02 0.26 -0.568
O -2.47 1.32 -0.92 0.123
C -0.49 0.87 0.17 0.143
C 0.71 0.78 0.13 0.158
C 2.17 0.66 0.09 -0.653
F 2.55 -0.30 -0.76 0.153
F 2.74 1.80 -0.31 0.154
F 2.67 0.36 1.29 0.154
H -3.24 1.90 -0.81 0.140
N -2.88 -2.04 -0.22 0.023
H -3.89 -2.07 -0.13 0.017
H -2.50 -2.66 0.49 0.017
H -2.64 -2.44 -1.12 0.015
```

## Properties
- E (Ha) = -659.6094
- net charge = 0
- LUMO level (eV) = 0.2
- SMILES string = O=C(O)C#CC(F)(F)F.N
- HOMO energy (eV) = -10.39
- multiplicity = 1
- frontier orbital gap (eV) = 10.604
- max |F| (eV Å⁻¹) = 1.50

# 4
C24H56CoF6N4O8 | ωB97M-V/def2-TZVPD

```
99
Properties=species:S:1:pos:R:3:lowdin_spin:R:1
Co 0.42 0.45 0.34 1.992
C 0.09 1.41 -5.06 0.072
O -1.27 1.79 -5.45 0.002
O 0.14 1.18 -3.66 0.855
C 0.73 0.29 -5.97 0.022
F 1.15 0.79 -7.17 0.002
F 1.81 -0.34 -5.47 0.001
F -0.15 -0.69 -6.14 0.005
C -1.41 2.40 -6.73 0.000
C -2.84 2.18 -7.22 0.000
H -2.70 2.20 -8.30 0.000
H -3.19 1.25 -6.77 0.000
H -3.45 3.03 -6.91 0.000
H -0.88 1.94 -7.57 0.000
H -1.19 3.47 -6.64 0.000
H 0.68 2.29 -5.32 0.040
C -0.20 -2.31 4.70 0.000
O -0.61 -3.48 3.95 0.000
O 0.19 -1.41 3.68 0.001
C -1.21 -1.84 5.78 0.000
F -2.46 -1.63 5.34 0.000
F -1.38 -2.72 6.76 0.000
F -0.71 -0.80 6.42 0.000
C -0.34 -4.77 4.58 0.000
C -1.03 -5.86 3.71 0.000
H -0.92 -6.85 4.14 0.000
H -2.09 -5.60 3.77 0.000
H -0.67 -5.89 2.68 0.000
H -0.82 -4.83 5.56 0.000
H 0.68 -5.05 4.82 0.000
H 0.68 -2.57 5.30 0.000
C -1.51 -4.29 -2.56 0.000
C -2.05 -3.33 -1.49 0.000
C -3.28 -3.85 -0.77 0.000
O -3.86 -2.96 0.20 0.000
C -4.96 -3.61 0.89 0.000
N -0.96 -3.08 -0.53 0.001
H -1.13 -5.27 -2.27 0.000
H -0.65 -3.78 -3.00 0.000
H -2.29 -4.43 -3.30 0.000
H -2.32 -2.40 -2.01 0.000
H -2.90 -4.70 -0.20 0.000
H -4.07 -4.18 -1.43 0.000
H -5.25 -2.93 1.69 0.000
H -4.61 -4.47 1.47 0.000
H -5.81 -3.97 0.32 0.000
H -1.28 -3.26 0.41 0.000
H -0.22 -3.74 -0.73 0.000
C -4.82 2.70 -0.17 0.000
C -3.47 2.93 0.58 0.000
C -3.86 3.48 2.04 0.000
O -2.64 3.89 2.68 0.000
C -2.85 4.27 4.03 0.000
N -2.89 1.56 0.58 0.002
H -5.33 3.66 -0.20 0.000
H -5.52 2.11 0.43 0.000
H -4.77 2.14 -1.09 0.000
H -2.87 3.69 0.08 0.000
H -4.27 2.57 2.48 0.000
H -4.49 4.36 1.86 0.000
H -3.41 5.20 4.06 0.000
H -1.90 4.59 4.46 0.000
H -3.36 3.57 4.69 0.000
H -3.44 1.02 1.23 0.000
H -3.02 1.27 -0.38 0.000
C 5.44 -0.97 1.71 0.000
C 4.99 -1.64 0.36 0.000
C 4.62 -3.13 0.44 0.000
O 4.16 -3.67 -0.79 0.000
C 5.14 -4.26 -1.67 0.000
N 3.81 -0.86 -0.08 0.002
H 6.41 -1.20 2.13 0.000
H 4.74 -1.13 2.53 0.000
H 5.40 0.12 1.64 0.000
H 5.77 -1.66 -0.40 0.000
H 4.00 -3.17 1.34 0.000
H 5.48 -3.76 0.63 0.000
H 6.07 -3.69 -1.76 0.000
H 4.68 -4.45 -2.64 0.000
H 5.52 -5.17 -1.22 0.000
H 3.67 -1.33 -0.96 0.000
H 4.01 0.08 -0.39 0.000
C 2.24 5.86 2.09 0.000
C 2.25 4.91 0.84 0.000
C 3.73 4.65 0.44 0.000
O 3.76 3.85 -0.80 0.000
C 3.70 4.74 -1.88 0.000
N 1.67 3.67 1.31 0.002
H 2.86 6.73 1.86 0.000
H 2.68 5.39 2.97 0.000
H 1.18 6.03 2.30 0.000
H 1.69 5.42 0.05 0.000
H 4.27 4.11 1.21 0.000
H 4.38 5.52 0.36 0.000
H 4.06 4.22 -2.77 0.000
H 4.56 5.40 -1.79 0.000
H 2.70 5.13 -2.07 0.000
H 0.97 4.12 1.88 0.000
H 2.35 3.31 1.96 0.000
```

## Properties
- E (Ha) = -3750.4527
- net charge = 0
- LUMO level (spin up / spin down) (eV) = -1.3 / -3.2
- HOMO energy (spin up / spin down) (eV) = -5.67 / -5.67
- multiplicity = 4
- frontier orbital gap (spin up / spin down) (eV) = 4.327 / 2.500
- max |F| (eV Å⁻¹) = 4.78
- expectation value of S² = 3.758

# 5
C23H40AlCl3F2LiMgN2O16P | ωB97M-V/def2-TZVPD

```
90
Properties=species:S:1:pos:R:3:lowdin_charge:R:1
C -0.01 4.14 -0.78 0.168
C -0.94 4.52 0.32 -0.205
O -2.25 4.39 -0.09 -0.067
C -2.81 3.12 0.27 -0.180
C -3.84 2.75 -0.76 -0.166
O -4.30 1.43 -0.59 -0.133
C -5.18 1.18 0.48 -0.177
C -5.08 -0.29 0.88 -0.169
O -3.78 -0.82 0.73 -0.132
C -2.86 -0.09 1.52 -0.280
N -1.70 -0.92 1.79 0.005
C -0.51 -0.55 1.01 -0.373
P -0.84 -0.25 -0.75 0.855
O -0.71 1.24 -1.01 -0.473
C 0.48 -1.78 1.07 -0.782
O 1.66 -1.59 1.46 -0.097
O -0.03 -2.83 0.74 0.027
H 0.51 5.25 -1.26 0.000
H 0.83 3.52 -0.47 0.124
H -0.51 3.61 -1.59 0.095
H -0.78 5.55 0.64 0.165
H -0.69 3.90 1.20 0.179
H -3.23 3.19 1.28 0.141
H -2.00 2.40 0.27 0.070
H -4.69 3.43 -0.74 0.141
H -3.36 2.77 -1.73 0.128
H -5.04 1.82 1.35 0.123
H -6.20 1.36 0.14 0.133
H -5.76 -0.89 0.28 0.130
H -5.39 -0.42 1.92 0.122
H -2.56 0.85 1.07 0.082
H -3.37 0.17 2.45 0.129
H -1.42 -0.70 2.75 -0.070
H 0.04 0.31 1.39 0.110
H 0.08 -0.91 -1.57 0.031
H -2.15 -0.64 -1.06 0.050
C -0.02 0.90 -7.40 -0.192
C -0.21 -0.36 -6.55 -0.283
C -1.01 -0.12 -5.27 -0.171
O -0.21 0.54 -4.32 -0.204
C -0.39 1.96 -4.24 -0.057
N 1.14 -0.85 -6.11 0.229
H 0.66 1.61 -6.92 0.015
H 0.41 0.65 -8.38 0.059
H -0.98 1.39 -7.57 -0.020
H -0.66 -1.14 -7.16 0.162
H -1.27 -1.09 -4.84 0.142
H -1.94 0.40 -5.47 0.142
H -1.39 2.26 -4.55 0.103
H 0.36 2.48 -4.86 0.081
H -0.24 2.25 -3.20 0.052
H 1.85 -0.83 -6.85 0.179
H 1.09 -1.80 -5.73 0.184
H 1.44 -0.25 -5.33 0.166
O 0.12 -1.83 4.34 -0.355
H 0.77 -1.81 3.62 -0.019
Mg -0.22 3.43 -8.72 0.567
C 5.08 -2.40 1.21 -1.489
Cl 5.10 -3.75 2.31 0.622
Cl 6.36 -1.20 1.69 0.592
Cl 5.33 -2.93 -0.46 0.621
H 4.09 -1.94 1.26 -0.026
C -4.56 -3.84 2.51 0.233
C -5.07 -5.09 1.97 -0.339
C -6.12 -5.77 2.83 -0.340
O -6.70 -6.77 2.50 0.166
C -6.40 -5.17 4.13 0.246
C -5.87 -3.93 4.67 -0.342
C -4.91 -3.20 3.76 -0.343
O -4.44 -2.12 4.03 0.109
O -6.15 -3.47 5.76 0.162
O -4.74 -5.57 0.92 0.163
H -3.81 -3.30 1.93 0.138
H -7.11 -5.73 4.73 0.149
Li 4.46 0.09 2.38 0.772
O 6.28 0.12 -1.22 -0.105
H 6.09 -0.80 -1.01 -0.090
H 6.73 0.10 -2.07 0.040
Al -0.82 -0.45 4.76 0.627
C 9.64 0.37 5.66 -0.024
C 10.44 0.82 4.46 -0.296
O 9.51 0.60 3.40 0.148
C 8.28 0.72 3.92 -0.574
O 7.28 0.86 3.26 0.042
O 8.29 0.68 5.26 0.089
F 11.53 0.06 4.26 0.099
H 9.73 -0.71 5.83 0.150
H 9.91 0.89 6.58 0.146
H 10.72 1.87 4.47 0.179
F 0.95 6.12 -1.56 -0.011
```

## Properties
- E (Ha) = -4584.4883
- net charge = +2
- LUMO level (eV) = -9.8
- HOMO energy (eV) = -11.54
- multiplicity = 1
- frontier orbital gap (eV) = 1.757
- max |F| (eV Å⁻¹) = 6.11

# 6
C5H6NO3S | ωB97M-V/def2-TZVPD

```
16
Properties=species:S:1:pos:R:3:lowdin_charge:R:1
C -0.33 1.20 -1.65 -0.180
C 1.29 0.48 1.12 -0.376
C -1.45 0.62 -0.87 -0.156
C -0.73 -0.65 -0.28 -0.198
C 0.66 -0.36 -0.48 -0.307
N 0.83 0.66 -1.45 0.047
O 2.13 -2.00 1.56 -0.574
O 1.08 1.60 1.42 0.006
O 0.07 -0.95 2.43 -0.552
S 1.54 -0.88 2.39 0.681
H -0.50 2.06 -2.36 0.107
H -1.47 1.30 -0.08 0.080
H -2.39 0.55 -1.42 0.100
H -0.93 -0.81 0.83 0.088
H -1.18 -1.67 -0.71 0.139
H 1.39 -1.15 -0.44 0.094
```

## Properties
- E (Ha) = -872.7548
- net charge = -1
- LUMO level (eV) = 3.8
- HOMO energy (eV) = -3.10
- multiplicity = 1
- frontier orbital gap (eV) = 6.905
- max |F| (eV Å⁻¹) = 5.59

Which value of net charge does entry 2 give?
-1